Record 1
Molecular formula: C3H13N2O3
Method: DFT, ωB97M-V/def2-TZVPD

```
! RIJCOSX wB97M-V def2-TZVPD def2/J DEFGRID3
* xyz 1 1
N 0.902 0.397 0.850
C -0.483 0.778 0.505
C -1.179 -0.439 -0.095
N -2.292 -0.278 -0.817
C -3.090 0.923 -1.027
O -0.580 -1.503 -0.017
H 0.943 -0.631 0.621
H 1.059 0.625 1.822
H 1.577 0.883 0.240
H -1.046 0.973 1.426
H -0.618 1.690 -0.053
H -2.687 -1.168 -1.087
H -3.822 0.750 -1.805
H -2.449 1.763 -1.238
H -3.712 1.127 -0.149
H 3.820 0.132 -0.164
H 3.790 1.238 -1.233
O 3.231 0.731 -0.634
H 2.593 -2.454 0.266
H 1.981 -3.188 1.525
O 2.061 -2.351 1.064
*
```

Kohn-Sham gap   10.68 eV
Relative energy (zero: lowest compared OMol25 entry of this formula, charge and spin)   0.679 eV
LUMO level   -2.92 eV



Record 2
Molecular formula: C29H68O8S6
Method: DFT, ωB97M-V/def2-TZVPD

```
! RIJCOSX wB97M-V def2-TZVPD def2/J DEFGRID3
* xyz 0 1
C 4.297 1.576 2.139
C 3.700 0.251 1.406
C 4.095 -1.068 2.261
C 4.593 -2.197 1.235
C 3.539 -3.370 0.941
C 2.006 -2.913 0.895
C 1.113 -4.271 1.104
C -0.079 -3.942 2.146
C -1.441 -4.686 1.725
C -2.754 -3.764 2.003
C -3.834 -3.864 0.790
C -5.345 -3.632 1.261
C -5.726 -2.070 1.464
C -7.302 -1.819 1.601
C -7.712 -0.668 2.685
O -8.515 0.393 2.040
C -8.078 0.385 0.670
O -7.789 1.351 -0.057
C -8.090 -1.196 0.353
H 4.149 1.525 3.282
H 3.763 2.519 1.759
H 5.406 1.726 1.929
H 4.138 0.253 0.350
H 2.570 0.359 1.295
H 3.240 -1.379 2.944
H 4.963 -0.753 2.942
H 5.014 -1.715 0.277
H 5.508 -2.703 1.729
H 3.764 -4.225 1.661
H 3.788 -3.769 -0.115
H 1.710 -2.535 -0.153
H 1.684 -2.215 1.733
H 0.751 -4.698 0.112
H 1.775 -5.052 1.639
H 0.191 -4.290 3.212
H -0.323 -2.822 2.214
H -1.428 -4.981 0.625
H -1.575 -5.607 2.388
H -2.446 -2.657 2.039
H -3.231 -4.064 3.007
H -3.540 -3.046 0.031
H -3.749 -4.868 0.258
H -5.552 -4.183 2.251
H -6.033 -4.105 0.484
H -5.251 -1.757 2.454
H -5.367 -1.450 0.568
H -7.949 -2.695 1.934
H -8.336 -1.002 3.584
H -6.733 -0.127 2.913
H -7.803 -1.530 -0.709
H -9.180 -1.519 0.464
C 6.998 -2.246 -4.005
S 6.253 -1.814 -2.419
O 5.130 -2.770 -2.175
C 5.527 -0.257 -2.974
H 7.483 -3.217 -3.906
H 6.227 -2.303 -4.776
H 7.744 -1.496 -4.274
H 4.849 -0.439 -3.809
H 6.322 0.427 -3.276
H 4.971 0.181 -2.143
C 3.933 7.099 0.647
S 2.840 6.017 1.592
O 3.483 4.667 1.647
C 1.533 5.942 0.350
H 4.846 7.255 1.223
H 4.182 6.635 -0.309
H 3.441 8.060 0.483
H 1.930 5.551 -0.586
H 1.120 6.940 0.195
H 0.748 5.279 0.715
C 2.038 5.274 -5.125
S 1.008 4.841 -3.706
O 1.328 5.806 -2.608
C 1.854 3.292 -3.328
H 1.710 6.242 -5.507
H 3.084 5.342 -4.820
H 1.922 4.519 -5.904
H 2.912 3.483 -3.135
H 1.743 2.603 -4.166
H 1.396 2.857 -2.439
C -3.655 4.808 -4.041
S -2.444 4.013 -2.964
O -1.747 2.964 -3.770
C -3.650 3.174 -1.915
H -3.119 5.366 -4.809
H -4.286 4.053 -4.514
H -4.267 5.496 -3.455
H -4.281 2.521 -2.520
H -4.262 3.916 -1.399
H -3.112 2.576 -1.179
C -11.042 1.089 4.344
S -10.018 2.125 5.411
O -10.384 1.813 6.826
C -10.817 3.685 4.977
H -10.743 0.050 4.481
H -12.094 1.201 4.614
H -10.889 1.375 3.302
H -11.883 3.635 5.207
H -10.671 3.885 3.914
H -10.358 4.483 5.561
C 9.190 -4.490 -2.097
S 10.873 -3.840 -2.121
O 10.928 -2.779 -3.172
C 11.637 -5.324 -2.809
H 8.523 -3.708 -1.732
H 8.888 -4.783 -3.104
H 9.140 -5.349 -1.426
H 11.182 -5.565 -3.772
H 11.507 -6.156 -2.114
H 12.701 -5.133 -2.948
*
```

Kohn-Sham gap   8.98 eV
LUMO level   0.43 eV



Record 3
Molecular formula: C28H44N6OPTi
Method: DFT, ωB97M-V/def2-TZVPD

```
! RIJCOSX wB97M-V def2-TZVPD def2/J DEFGRID3
* xyz 3 1
Ti 0.039 0.166 0.456
C -2.377 0.061 -0.945
N -1.702 -0.752 0.087
C -1.726 -2.178 -0.306
C -2.300 -0.685 1.437
C -3.659 -0.720 1.696
C -4.100 -0.786 3.014
C -3.186 -0.809 4.055
C -1.819 -0.769 3.810
C -1.355 -0.729 2.497
N -0.034 -0.696 2.025
C 1.140 -1.312 2.459
C 1.395 -1.922 3.687
C 2.632 -2.506 3.924
C 3.628 -2.484 2.960
C 3.389 -1.889 1.723
C 2.159 -1.309 1.470
N 1.758 -0.787 0.144
C 2.716 0.160 -0.467
C 1.593 -1.942 -0.763
H -3.392 -0.300 -1.149
H -2.443 1.109 -0.630
H -1.813 -0.001 -1.889
H -2.760 -2.539 -0.336
H -1.287 -2.329 -1.296
H -1.194 -2.779 0.439
H -4.386 -0.716 0.898
H -5.158 -0.838 3.218
H -3.537 -0.867 5.073
H -1.124 -0.763 4.635
H 0.628 -1.960 4.443
H 2.812 -2.989 4.871
H 4.579 -2.954 3.151
H 4.163 -1.908 0.970
H 3.689 -0.309 -0.646
H 2.325 0.499 -1.438
H 2.873 1.033 0.175
H 2.570 -2.362 -1.028
H 1.030 -2.735 -0.263
H 1.093 -1.637 -1.694
O 0.276 1.920 0.335
P 0.129 3.095 1.357
N -1.231 2.636 2.217
C -2.539 2.756 1.533
C -3.402 3.607 2.456
C -2.909 3.170 3.833
C -1.400 3.075 3.628
N -0.043 4.439 0.444
C 1.025 4.779 -0.518
C 1.483 6.167 -0.097
C 0.173 6.832 0.334
C -0.680 5.688 0.906
N 1.479 3.046 2.305
C 1.887 1.817 2.998
C 2.984 2.280 3.955
C 2.512 3.674 4.353
C 2.007 4.231 3.026
H -2.983 1.757 1.464
H -2.415 3.190 0.537
H -4.462 3.429 2.304
H -3.208 4.667 2.305
H -3.327 2.200 4.102
H -3.167 3.884 4.609
H -0.939 2.349 4.298
H -0.942 4.052 3.793
H 0.586 4.812 -1.519
H 1.818 4.029 -0.496
H 1.971 6.701 -0.909
H 2.177 6.106 0.740
H -0.325 7.273 -0.529
H 0.338 7.619 1.066
H -1.696 5.733 0.513
H -0.723 5.720 1.994
H 2.262 1.079 2.275
H 1.043 1.382 3.554
H 3.937 2.345 3.430
H 3.097 1.617 4.807
H 3.312 4.280 4.770
H 1.707 3.617 5.086
H 2.841 4.645 2.455
H 1.252 5.005 3.156
*
```

Kohn-Sham gap   6.83 eV
Relative energy (zero: lowest compared OMol25 entry of this formula, charge and spin)   0.698 eV
LUMO level   -10.36 eV



Record 4
Molecular formula: C29H26NO5
Method: DFT, ωB97M-V/def2-TZVPD

```
! RIJCOSX wB97M-V def2-TZVPD def2/J DEFGRID3
* xyz -1 1
C -3.515 -0.747 -2.525
C -2.254 -1.495 -2.871
O -1.161 -0.855 -2.162
C 0.002 -1.532 -2.240
C 1.134 -0.764 -1.623
C 0.997 0.174 -0.644
C 1.960 1.257 -0.498
C 2.756 1.700 -1.597
C 3.857 2.524 -1.393
C 4.132 3.021 -0.104
C 5.356 3.729 0.138
N 6.404 4.225 0.300
C 3.203 2.808 0.929
C 2.120 1.960 0.719
C 2.494 -1.174 -2.133
O 3.475 -1.341 -1.430
O 2.469 -1.364 -3.466
C 3.657 -1.995 -4.002
C 3.358 -2.186 -5.464
O 0.137 -2.624 -2.762
H -4.402 -1.342 -2.767
H -3.554 -0.516 -1.456
H -3.548 0.198 -3.080
H -2.325 -2.537 -2.550
H -2.043 -1.452 -3.949
H 0.145 0.095 0.042
H 2.494 1.394 -2.617
H 4.532 2.768 -2.219
H 3.338 3.295 1.901
H 1.382 1.765 1.506
H 4.540 -1.364 -3.830
H 3.805 -2.965 -3.509
H 4.171 -2.708 -5.972
H 2.443 -2.773 -5.573
H 3.191 -1.230 -5.969
C 1.055 1.717 5.628
C 0.846 0.333 5.462
C 0.134 -0.140 4.361
C -0.413 0.752 3.383
C -1.245 0.332 2.313
C -1.954 -0.919 2.327
C -3.307 -0.947 1.639
C -3.921 -2.170 1.330
C -5.248 -2.211 0.880
C -5.986 -1.020 0.735
C -5.369 0.207 1.000
C -4.042 0.232 1.452
O -1.521 -1.962 2.851
C -0.152 2.148 3.571
C 0.531 2.615 4.688
H 1.611 2.077 6.494
H 1.262 -0.372 6.182
H -0.047 -1.206 4.229
H -1.519 1.061 1.540
H -3.356 -3.089 1.486
H -5.728 -3.167 0.670
H -7.027 -1.045 0.395
H -5.924 1.140 0.901
H -3.553 1.163 1.720
H -0.562 2.831 2.825
H 0.687 3.692 4.808
*
```

Kohn-Sham gap   4.38 eV
Relative energy (zero: lowest compared OMol25 entry of this formula, charge and spin)   0.000 eV
LUMO level   1.24 eV



Number 1: HOMO level -13.5998 eV. Number 2: HOMO level -8.5542 eV. Number 3: HOMO level -17.1949 eV. Number 4: HOMO level -3.1401 eV.